91
Properties=species:S:1:pos:R:3:forces:R:3 method="wB97M-V/def2-TZVPD" mol_weight_da=1035.34 lumo_energy_ha="-0.2159 / -0.2580" multiplicity=4 de_lowest_kj_mol=0.0 total_charge=+2 gap_ev="6.6 / 5.7" total_energy_ev=-89963.501
C 5.075803 0.353559 -0.544013 0.3 0.0 0.2
C -1.660383 -1.895270 -3.440135 0.1 0.1 -0.1
H 2.868488 0.261946 4.676814 0.0 0.0 0.0
C -3.081003 -4.038711 -1.060666 0.0 0.1 -0.1
N -0.787722 -0.541720 -1.943493 -0.1 -0.2 0.0
H 0.595370 -6.251044 -1.987931 0.0 0.0 0.0
N 3.693364 0.485197 -1.132801 -0.3 0.0 0.1
C -0.974497 2.553215 -2.290554 0.0 -0.1 -0.1
H -3.548912 5.329241 1.701185 0.0 0.0 0.0
H -3.893377 -4.748706 -0.907585 0.0 0.0 0.0
H -1.085578 -5.525853 1.879391 0.0 -0.1 0.0
C 2.020626 -0.236335 5.141686 -0.1 0.1 -0.1
C -0.843701 5.536151 1.126478 0.0 -0.1 -0.1
H 0.390921 2.510864 5.875399 0.0 0.0 0.0
H 5.198774 -1.781278 -0.893794 0.0 0.0 0.0
H -1.885902 -2.452269 -4.328725 -0.1 0.0 0.1
C -0.312155 -6.021234 -0.060879 0.0 -0.1 -0.1
C 2.139448 0.800313 -2.667286 0.0 0.0 -0.1
H -0.441658 4.841711 1.856395 0.0 -0.1 0.1
H 7.090401 0.552501 -1.204999 0.0 0.0 0.0
H 2.122466 -1.314136 5.033735 0.0 0.0 0.0
H -3.301481 5.653207 -1.286468 0.0 0.0 0.0
H 6.273599 -1.185492 0.374673 0.0 0.1 0.0
H -2.828261 -3.600247 -0.098306 0.0 0.0 0.0
H 0.877505 -2.353451 -0.237802 0.1 0.0 0.0
H -2.210661 -4.579577 -1.438192 -0.1 0.0 0.0
C 0.379838 -5.569082 -1.176386 0.0 0.0 0.1
Te -0.370663 -2.605126 2.649883 0.1 -0.5 -0.1
C -2.470744 6.006218 -0.674219 0.0 0.0 -0.1
H -4.665158 -1.784194 -0.642871 0.0 0.0 0.1
C 5.261756 1.387023 0.570889 -0.1 -0.1 -0.1
H -0.021436 -0.025935 -0.063846 0.1 -0.1 0.2
H 6.031889 -0.067843 -2.461310 0.0 0.0 0.0
C 3.468905 0.779537 -2.462832 -0.1 0.0 -0.2
H 1.338047 -3.889840 -2.110852 0.0 0.0 0.0
S -0.665700 2.152494 1.556380 0.0 0.4 0.6
C -1.198793 -0.500759 5.594938 0.0 0.1 -0.1
H -3.953746 4.076418 0.522214 0.0 0.0 0.0
B 0.030027 0.464782 -1.170373 0.0 0.3 -0.1
N -2.384758 -2.007054 -2.266498 0.1 0.2 0.1
Sb 0.191999 0.404340 4.265884 0.2 0.1 0.9
C -0.929881 2.605693 -0.081728 -0.1 0.0 -0.5
H -0.851069 -1.501419 5.842877 0.0 0.0 0.0
H 0.102316 -0.672420 -3.906911 0.0 0.0 0.0
H -2.871225 3.713337 1.873969 0.0 0.0 0.0
C -3.156793 4.473631 1.152559 0.1 0.0 -0.1
H 6.003113 1.660877 -2.026074 0.0 0.0 0.0
C 6.096781 0.645338 -1.638579 0.0 0.0 -0.1
H 1.972580 0.025687 6.197839 0.1 0.0 0.0
N 1.524628 0.512658 -1.466150 0.1 -0.1 0.3
H -0.663669 -7.043628 -0.019013 0.0 0.0 0.0
C -0.110102 -3.852131 0.947659 0.2 0.3 0.1
H -5.608002 -2.930500 -1.588643 0.0 0.0 0.0
C 0.121657 2.460035 4.821082 0.0 -0.2 0.0
C -1.977064 4.933437 0.291838 -0.2 0.2 0.2
S -2.330525 -0.940450 0.280465 0.1 0.2 0.8
H -4.656316 -4.323490 -3.271899 0.0 0.0 0.0
H -1.235198 0.109546 6.496049 0.0 0.0 0.0
H 4.555738 -1.366640 0.701060 0.0 0.0 0.1
H -4.081134 -2.931994 -4.180261 0.0 0.0 0.0
C -3.518811 -2.975381 -2.071670 -0.3 -0.2 0.1
C -3.810192 -3.653002 -3.407627 0.1 0.0 0.0
H -2.830512 6.849908 -0.089106 0.0 0.0 0.0
H -1.878910 4.533392 -2.498548 0.0 0.0 0.0
C -1.492763 3.731435 -1.898898 0.0 0.0 -0.2
H -0.841502 2.148896 -3.279144 0.0 0.0 0.0
H 5.049287 2.389654 0.196204 0.0 0.0 0.0
H -0.032731 5.874730 0.479521 0.0 0.0 0.0
C -1.835659 -1.171492 -1.353105 0.2 -0.1 -0.2
C 0.551636 -3.385632 -0.184384 -0.1 0.1 0.0
C 5.279280 -1.083928 -0.058224 -0.1 0.1 -0.1
H -1.231037 6.398320 1.668216 0.0 0.0 0.0
H 4.622668 1.188145 1.424864 0.0 0.0 0.1
H 1.588356 1.019109 -3.564522 0.0 0.0 0.0
H 4.259618 0.951289 -3.167537 0.0 0.0 0.1
N -0.621820 1.850207 -1.156201 -0.1 0.1 0.3
Re -0.097368 -0.175215 1.694214 -0.1 0.0 -2.5
C -0.554130 -5.168830 1.005383 0.0 0.1 0.2
H -2.192001 -0.552594 5.155118 0.0 0.0 0.0
S 2.260622 -0.074693 1.147492 -0.2 -0.4 0.8
H -5.026895 -1.440471 -2.340835 0.0 0.0 0.0
C -4.777173 -2.227471 -1.627299 0.2 0.1 0.0
C 0.800725 -4.247085 -1.241158 0.0 0.0 -0.1
H 6.296814 1.361702 0.908206 0.0 0.0 0.0
C -0.675940 -1.000007 -3.241687 0.1 0.0 0.0
N -1.467780 3.771658 -0.518532 0.2 -0.3 0.1
H -1.669041 6.368266 -1.319438 0.0 0.0 0.0
H -0.880948 2.858760 4.684092 0.0 0.0 -0.1
H 0.836321 3.033365 4.235387 0.0 0.0 0.0
H -2.966765 -4.254953 -3.748107 0.0 0.0 0.0
C 2.487853 0.330795 -0.531905 -0.1 0.1 -0.3

***

85
Properties=species:S:1:pos:R:3:forces:R:3 method="wB97M-V/def2-TZVPD" mol_weight_da=705.00 lumo_energy_ha="-0.2888 / -0.2648" multiplicity=1 de_lowest_kj_mol=212.6 total_charge=+2 gap_ev="5.1 / 5.9" total_energy_ev=-129526.478
C -1.274467 0.984861 4.317662 0.2 -0.1 -0.1
H 2.559513 1.815328 -0.560023 0.6 0.1 0.6
C -5.055426 3.306811 -1.570983 0.2 -0.3 -0.4
H -4.663024 -2.577851 -0.506685 0.3 0.1 0.2
H 1.047121 1.956164 2.399968 -0.5 -0.5 0.0
C 0.076405 -2.767180 -2.921274 0.0 -0.1 -0.2
H -3.389895 -0.172021 2.265769 0.3 -0.2 0.2
H -1.024499 -5.569472 0.284987 -0.1 0.1 0.2
P -0.856568 -2.599755 -0.280472 -0.1 -0.4 -0.1
C -2.638810 -0.649348 2.919105 -0.6 -0.6 -0.1
H 3.033886 1.747934 1.180081 0.1 -0.1 -0.5
H 2.536520 -0.038858 -2.167797 0.0 -0.4 0.3
C -3.028227 1.929145 -1.583805 -1.4 -0.9 -0.6
N -5.359108 2.981568 -2.835127 0.3 -0.1 0.2
C -3.938458 2.789829 -0.898194 0.2 -0.1 -0.1
C -0.746622 -3.621557 1.246350 0.2 0.4 -0.1
H -3.690582 -1.171989 -0.047270 0.0 -0.3 0.1
H 4.181689 -2.593597 -1.503588 -0.1 0.3 -0.1
Br 3.865107 5.368203 -1.794510 0.4 0.6 -0.1
C 2.017453 -1.114302 1.566497 -0.5 -0.4 0.9
H -1.075182 -5.565828 2.053650 0.0 0.0 -0.2
H 1.353449 -1.907702 1.153231 0.4 0.5 0.5
H -4.817331 1.898539 -4.529889 0.1 0.2 0.5
C -3.716223 -2.273823 -0.033541 -0.3 0.1 0.0
H -0.638435 0.442069 -2.499427 -0.4 0.9 -0.3
C 3.266705 1.369000 0.162998 -0.1 0.8 0.1
H -1.903982 0.992238 5.188209 0.1 -0.1 0.2
H 3.731581 -2.244174 2.243194 -0.1 0.0 0.2
C 2.415551 3.171727 -2.826717 -0.3 0.0 0.1
P 2.888712 -0.402241 0.159025 0.4 0.8 -0.5
C -4.545289 2.149717 -3.494629 0.5 -0.2 0.4
H 4.998045 1.509554 -1.227316 -0.2 -0.1 0.3
H 5.414926 1.206206 0.485671 -0.1 0.2 -0.3
H -2.768120 0.948216 -3.544031 -0.1 0.2 0.3
H 1.051791 -3.730397 -1.212363 -0.2 0.0 -0.2
C 0.468742 2.179037 -1.753848 0.8 -0.3 0.7
C 0.574060 2.685875 4.991765 0.2 0.6 0.6
H 1.364109 1.428342 -3.599565 0.2 0.4 0.5
H -0.862162 -2.862335 -3.481023 0.2 -0.1 0.1
H -3.747508 -2.617575 1.013466 0.1 0.1 -0.4
H -1.222135 -3.026326 2.040069 0.3 -0.3 -0.1
C -3.382828 1.602744 -2.924931 -0.2 0.4 0.1
C -1.488518 0.241524 3.150779 1.1 1.3 -0.2
H -2.598308 -2.439654 -1.868308 -0.1 -0.2 0.2
C -0.594861 1.146407 -1.657619 -0.9 0.7 -1.1
H 0.742193 2.227114 5.972786 0.0 0.1 -0.2
H 3.263254 -0.922666 3.352963 0.0 -0.2 -0.2
C -0.137172 1.745992 4.112730 -0.4 -0.2 -0.3
Cd 0.058345 -0.076804 -0.022062 0.4 -1.7 1.4
C 2.732173 -0.942782 -1.561397 -0.1 -0.9 -0.5
H -0.454919 -4.510305 -1.716388 0.2 0.3 0.0
H 1.851884 -1.605192 -1.622764 0.5 0.3 -0.2
H -5.755934 4.009879 -1.101570 0.5 -0.4 0.0
H -3.765191 3.110806 0.127988 0.1 -0.2 -0.2
C -2.566474 -2.865104 -0.852758 -0.3 0.2 -0.2
C 4.728053 1.739435 -0.186230 -0.1 -0.1 0.2
H 0.256615 -1.696204 -2.767953 0.0 -0.1 -0.1
H 1.540619 3.016066 4.593782 -0.2 -0.2 0.0
C 0.515397 3.199951 -0.784530 0.2 0.4 -0.3
H -2.679416 -3.956119 -0.945777 0.0 0.3 -0.1
C -1.804147 1.467994 -0.952550 -0.2 0.7 -0.2
H 0.323210 -3.701078 1.489649 -0.2 0.0 0.1
H 2.273571 -2.391958 3.258179 0.2 0.1 0.1
H -0.037467 3.579286 5.163649 0.1 -0.1 0.0
H -3.117178 -0.867814 3.889642 0.1 0.1 -0.5
N 0.255708 1.497235 2.854925 0.1 -0.1 -0.1
H 3.845076 -1.956190 -3.127435 0.1 0.1 0.2
H -0.219852 3.230754 0.021822 0.1 0.1 -0.3
H 4.866607 2.821028 -0.049276 0.0 -0.3 0.0
C 2.458898 4.177763 -1.836832 -0.8 -1.2 -0.2
H 1.405525 -0.308497 2.006185 0.2 -0.9 0.0
H -1.780708 1.584542 0.144511 0.1 1.0 -0.5
C 0.038635 -3.533604 -1.598045 0.1 0.0 0.5
H -2.346102 -1.612714 2.479026 -0.2 0.4 0.1
C 1.445794 2.165591 -2.782190 -0.6 0.3 0.1
H 1.400124 5.041177 -0.153323 0.3 -0.1 0.1
C 1.470417 4.210511 -0.843488 -0.1 -0.3 -0.3
C -1.367003 -5.006306 1.160685 -0.1 -0.4 0.2
H 4.868079 -1.027170 -2.002154 -0.2 -0.2 0.0
C 3.984870 -1.675518 -2.074628 -0.1 0.0 -0.2
C 2.888690 -1.699487 2.676763 0.1 -0.3 -0.1
N -0.534922 0.564453 2.235533 -0.5 0.2 -0.2
H -2.461576 -4.983034 1.159200 0.2 0.1 -0.1
H 3.099826 3.192535 -3.676669 0.0 0.0 0.4
H 0.895682 -3.148652 -3.541545 -0.3 0.1 0.0

***

82
Properties=species:S:1:pos:R:3:forces:R:3 method="wB97M-V/def2-TZVPD" mol_weight_da=716.88 lumo_energy_ha="-0.1045 / -0.1005" multiplicity=4 total_charge=+1 gap_ev="7.2 / 7.3" total_energy_ev=-143428.766
Se -1.853328 1.623625 2.189165 0.4 -0.2 -1.0
H -1.019170 5.939278 4.655204 0.0 -0.3 -0.1
C -0.946868 -1.640216 -5.455081 0.3 -0.4 -0.3
H -3.687213 -1.023781 -1.112088 0.1 0.3 -0.1
H 1.714833 -4.546133 1.111290 -0.1 0.2 0.1
C -0.311966 0.780508 -1.844309 0.0 -0.2 -0.4
H 0.143857 0.140375 -2.606944 0.0 0.6 0.2
H 0.167706 -2.397496 -1.282972 -0.3 0.3 -0.1
C 0.669754 -1.206060 3.506643 -0.2 -1.3 -0.5
C 1.399435 0.732243 -4.323983 0.3 -0.9 -0.7
H 0.252537 2.525978 -0.673541 0.3 -0.3 -0.1
C -1.288725 4.293552 6.022658 0.0 -0.4 -0.3
C -0.637245 -1.749737 3.288472 0.9 -0.5 -0.2
H -0.694089 -2.032710 -2.800946 0.0 -0.2 0.4
H -1.430080 2.380644 -5.361743 0.2 -0.3 -0.3
C -1.145778 4.858889 4.744337 0.1 -0.2 0.5
H -2.467087 -1.346484 -3.895079 0.3 0.3 0.0
C 0.593973 1.775964 -5.042716 0.0 0.2 -0.3
H -1.032107 4.468850 2.611823 -0.2 0.1 0.2
H 1.093275 -2.149546 -5.872145 -0.1 0.4 -0.1
H -0.998514 1.440483 -2.390184 0.3 -0.2 0.3
C -0.568769 -2.655204 2.176232 0.8 0.4 0.5
H 3.254941 -0.467438 2.556138 0.0 -0.3 0.0
H 1.378746 2.106098 -1.992003 -0.3 0.1 0.1
H 3.429054 -1.869549 1.468343 -0.1 0.1 0.2
P -1.358832 -0.498263 -1.004749 0.1 0.2 0.2
C -1.703943 -3.478462 1.673539 -0.4 -0.3 0.0
H -1.538307 -2.862794 -1.450221 0.2 0.2 -0.1
H 2.867740 -0.623596 -1.622585 0.1 0.2 0.1
C 1.551621 -1.785262 2.525539 -0.9 -0.3 0.3
H -1.444427 -1.578578 -6.439800 0.1 -0.1 0.3
C 1.215060 -0.593845 -4.477272 1.0 0.7 0.0
C 2.731818 2.367928 0.837845 0.0 -0.1 0.0
H -3.416557 0.731046 -0.921549 0.1 -0.3 -0.1
C -1.705490 -0.810563 -4.472002 -0.7 1.3 -0.6
H 1.974699 2.885496 1.446875 0.2 -0.2 -0.2
C -3.081742 -0.171833 -1.451833 -0.3 -0.1 -0.2
H -2.348704 -0.531240 3.713921 0.1 -0.5 0.3
C 0.786859 -2.691987 1.720694 -0.2 0.4 0.9
H 3.560371 -2.079122 3.213642 -0.1 0.1 -0.2
C 1.056465 -0.277400 4.602904 0.2 0.4 0.2
H -0.951127 1.053320 -6.420844 0.0 -0.1 0.3
P 1.965930 0.923077 0.010873 -0.2 0.5 -0.4
H 2.163571 -3.138102 0.151549 0.0 -0.1 -0.1
H -1.501248 2.424439 7.124413 0.0 0.2 -0.2
C -0.890729 1.417522 -5.385709 0.3 0.8 -0.1
C -1.475211 2.097169 5.001655 -0.2 0.3 -0.4
C 0.756080 1.687490 -1.188595 0.0 0.1 0.4
C 3.271956 0.214470 -1.037881 0.1 -0.1 0.0
H 0.596432 2.697968 -4.435741 0.1 -0.3 -0.2
C -1.862849 -1.453450 4.075610 -0.7 0.3 0.2
C -1.422755 2.666307 3.707789 0.5 0.7 1.6
H 2.248501 1.116571 -3.745229 -0.6 -0.3 0.4
H -1.639054 -1.306808 5.137891 0.0 -0.1 -0.1
H -1.592364 1.013765 5.096941 -0.1 0.5 0.1
H -3.209985 -0.041794 -2.534255 -0.1 -0.1 0.5
C 1.332803 -3.608605 0.686498 0.2 -0.2 -0.3
C -1.425424 2.901582 6.145558 0.2 0.2 -0.4
H 4.063289 -0.171640 -0.379902 -0.1 0.1 -0.3
H 0.561308 -3.886563 -0.032300 0.2 -0.1 0.0
H 3.688282 0.970597 -1.718053 -0.1 -0.2 0.2
C 3.015622 -1.534229 2.427375 0.6 0.0 0.2
H -1.945849 -4.277199 2.391144 0.0 0.2 -0.2
C -0.799569 -2.090019 -1.708669 -0.1 -0.1 -0.6
Er -0.083703 -0.354555 1.337073 -0.7 1.3 1.0
H 0.605312 -0.583508 -6.546260 0.2 -0.1 0.4
H -0.989994 -2.697237 -5.157913 0.0 0.2 0.0
H -2.346312 1.086196 -3.798584 0.3 -0.3 -0.2
H -1.284735 4.925288 6.914192 0.0 -0.2 -0.3
H 0.693683 0.747640 4.436720 0.1 -0.1 0.1
C -1.167254 4.053974 3.606332 -0.4 -0.7 0.0
H 1.089530 2.038734 -5.994568 -0.1 0.1 0.3
H 2.145178 -0.245524 4.723581 -0.2 0.0 0.0
H 1.706848 -1.297948 -3.792903 0.2 0.3 -0.3
C -1.650865 0.537018 -4.444550 -0.9 -1.1 -0.2
H -2.611058 -2.870810 1.547730 0.1 -0.2 0.0
C 0.537860 -1.223230 -5.654247 -0.6 -0.5 -0.2
H 3.521207 2.001722 1.508807 -0.2 0.2 -0.2
H 3.161352 3.063002 0.102522 -0.1 -0.2 0.2
H -1.468742 -3.965971 0.721316 -0.1 0.1 0.2
H 0.628659 -0.610999 5.555024 0.1 0.1 -0.1
H -2.598364 -2.263294 3.994126 0.2 0.1 0.1